71
Properties=species:S:1:pos:R:3 method="wB97M-V/def2-TZVPD" total_energy_ev=-33171.72185 largest_force_ev_per_a=2.90 spin_multiplicity=1 homo_energy_ev=-9.500
C -0.0908 2.3455 5.1161
C -0.3995 2.2169 3.6218
O -1.4039 3.0414 3.0882
H -0.8124 1.8063 5.7298
H 0.0964 3.3562 5.4787
H 0.8504 1.8502 5.3552
H -0.5576 1.1772 3.3351
H 0.5294 2.4154 3.0872
H -2.2520 2.5925 3.1165
C -0.8134 -3.7284 -2.7150
C 0.3137 -3.2749 -1.8174
O 1.4841 -3.0065 -2.6103
H -1.8053 -3.8103 -2.2707
H -0.4964 -4.5623 -3.3412
H -1.1104 -2.8406 -3.2734
H 0.6678 -4.0509 -1.1388
H 0.1128 -2.4766 -1.1030
H 2.2015 -3.5643 -2.3009
C 2.0655 3.4773 -3.0230
C 2.1812 3.3986 -1.4518
O 1.3725 4.4923 -0.9069
H 1.0463 3.2869 -3.3593
H 2.7422 2.7941 -3.5363
H 2.4290 4.4895 -3.2002
H 3.1862 3.5842 -1.0727
H 1.9243 2.3554 -1.2676
H 1.1636 4.2214 -0.0099
C -0.1513 0.6780 -1.6638
C -0.7664 1.2231 -0.3230
O 0.1350 1.9241 0.5035
H -0.3551 -0.3731 -1.8683
H 0.9348 0.6537 -1.5743
H -0.3187 1.3882 -2.4736
H -1.0631 0.2848 0.1458
H -1.6459 1.8644 -0.3810
H -0.4361 2.3562 1.1428
C -3.8924 0.0318 -2.7935
C -5.3343 -0.5225 -2.7615
O -5.4460 -0.9632 -4.0688
H -3.6766 0.5276 -1.8470
H -3.8569 0.8393 -3.5248
H -3.2739 -0.8648 -2.8348
H -6.0791 0.2651 -2.6472
H -5.5340 -1.2351 -1.9612
H -5.6685 -0.1828 -4.5817
C -3.9116 -0.5124 1.4014
C -5.1268 -1.3324 1.5498
O -6.1054 -0.8745 0.6545
H -3.9066 0.4853 0.9624
H -3.1771 -1.0513 0.8029
H -3.3593 -0.4048 2.3349
H -5.5447 -1.2261 2.5509
H -4.9023 -2.3912 1.4206
H -6.6759 -1.6045 0.4030
C 3.1215 0.2223 0.9206
C 3.5055 -1.2555 0.6636
C 4.6341 -1.8428 1.5021
O 5.7890 -0.9383 1.5515
C 7.0262 -1.5390 2.1008
N 2.3744 -2.1060 0.5826
H 2.8474 0.4132 1.9582
H 2.1663 0.4535 0.4493
H 3.7717 0.9941 0.5087
H 3.8587 -1.2138 -0.3667
H 5.0781 -2.7767 1.1575
H 4.3217 -2.1621 2.4964
H 7.8841 -0.9772 1.7314
H 7.1724 -2.5541 1.7317
H 7.2301 -1.4822 3.1701
H 2.0702 -2.3180 1.5220
H 1.6617 -1.4875 0.2226